C14H16N6O4STl as an isolated structure. Source: the OMol25 dataset; level of theory: ωB97M-V/def2-TZVPD.

Geometry as ORCA input:
```
! wB97M-V def2-TZVPD RIJCOSX def2/J DEFGRID3
* xyz -1 1
Tl -0.27886 0.46131 2.28497
O 4.25389 2.09431 0.87161
C 3.13280 1.92909 1.61570
O 2.90806 1.04795 2.40702
C 2.17105 3.04435 1.31577
C 2.63067 4.38769 1.18118
C 1.65188 5.34236 0.92275
C 0.30945 4.98791 0.88014
C -0.04739 3.63701 1.05735
N 0.86666 2.70880 1.26736
C -1.44054 3.24853 0.86240
O -2.23525 4.11844 0.41004
O -1.75275 2.00542 1.15650
H 4.94160 1.44705 1.15525
H 3.70091 4.61034 1.26423
H 1.98115 6.37914 0.80401
H -0.44613 5.72018 0.62419
C -2.95073 0.14957 -1.36445
N -2.38063 -1.18222 -1.47030
C -2.58088 -1.88418 -2.75064
C -2.08860 -1.88842 -0.34188
S -2.72329 -1.44686 1.18297
N -1.20388 -2.92956 -0.48168
C -1.18373 -4.00903 0.45536
C -0.20480 -2.99871 -1.57187
H -2.71816 0.70652 -2.28234
H -2.54392 0.69061 -0.48923
H -4.04076 0.11051 -1.21260
H -3.37671 -1.35977 -3.31119
H -2.87403 -2.92262 -2.54774
H -1.68464 -1.88432 -3.37682
H -1.88886 -3.79017 1.26836
H -0.13955 -4.14806 0.83268
H -1.50985 -4.93977 -0.03140
H -0.03552 -1.96832 -1.91678
H -0.51940 -3.63325 -2.42075
H 0.74034 -3.39175 -1.14836
N 1.55176 -1.08564 0.46429
C 2.14823 -2.00715 0.91736
N 2.78108 -3.04532 1.42040
C 3.29389 -3.79516 0.45480
N 3.78542 -4.51684 -0.35863
*
```

## Properties
Molecular weight, g/mol: 568.77
E_HOMO, Ha: -0.18934
Relative energy (zero: lowest compared OMol25 entry of this formula, charge and spin), eV: 0.000
Gap between HOMO and LUMO, eV: 7.5

=====

A 2-piece molecular cluster, C14H16O overall. Source: the OMol25 dataset; level of theory: ωB97M-V/def2-TZVPD.

Geometry as ORCA input:
```
! wB97M-V def2-TZVPD RIJCOSX def2/J DEFGRID3
* xyz 0 1
C -3.77985 3.16153 2.38825
C -0.23481 1.24933 0.87769
C -1.49007 0.93686 0.38538
C -0.13849 2.21058 1.87656
C -2.64088 1.54335 0.83829
C -1.29193 2.81172 2.34907
C -2.54421 2.51015 1.84104
H 0.55978 0.73644 0.40420
H -1.56578 0.19280 -0.38411
H 0.83625 2.46105 2.28076
H -3.61836 1.19061 0.56144
H -1.20215 3.54094 3.14844
H -4.64757 2.92385 1.76692
H -3.79738 4.23204 2.52046
H -3.98376 2.74106 3.37047
C 1.30895 -3.22235 -3.58289
C 2.37277 -1.18572 -0.00134
C 1.30112 -2.04739 0.06408
C 2.93967 -0.84288 -1.22016
C 1.01480 -2.73992 -1.12898
C 2.64912 -1.52405 -2.37642
C 1.67333 -2.52488 -2.30473
O 2.79857 -0.44648 1.07475
H 0.79873 -2.36784 0.96278
H 2.30105 -0.66718 1.88120
H 3.68626 -0.07325 -1.17471
H 0.16647 -3.41315 -1.07669
H 2.97711 -1.16752 -3.34270
H 0.25171 -3.45723 -3.72836
H 1.80287 -4.16891 -3.80574
H 1.49667 -2.59356 -4.46497
*
```

## Properties
Molecular weight, g/mol: 200.28
Structure (SMILES): Cc1ccc(O)cc1.Cc1ccccc1
E_HOMO, Ha: -0.31266
Relative energy (zero: lowest compared OMol25 entry of this formula, charge and spin), eV: 0.498
Gap between HOMO and LUMO, eV: 9.4

=====

A 2-piece molecular cluster, C14H16O2 overall. Source: the OMol25 dataset; level of theory: ωB97M-V/def2-TZVPD.

Geometry as ORCA input:
```
! wB97M-V def2-TZVPD RIJCOSX def2/J DEFGRID3
* xyz 0 1
C 3.87402 1.33874 0.49420
C 1.34382 -0.06985 -1.89872
C 2.32694 0.05398 -0.89493
C 0.86971 1.09617 -2.43763
C 2.68289 1.30788 -0.43844
C 1.18249 2.37591 -1.96292
C 2.12201 2.47969 -0.97316
O -0.18528 0.95171 -3.34563
H 1.04922 -1.06006 -2.20024
H 2.70045 -0.87704 -0.53933
H -0.21958 1.69516 -3.94296
H 0.65146 3.20864 -2.39526
H 4.47493 2.21810 0.28768
H 4.46163 0.41876 0.52709
H 2.51876 3.40531 -0.54701
H 3.39536 1.51260 1.49895
C -0.99752 -0.24292 3.11706
C -1.60830 -1.27309 -0.45709
C -2.70389 -2.10139 -0.31919
C -1.04724 -0.61738 0.63671
C -1.62099 -0.86950 1.88320
C -3.42372 -2.17330 0.90019
C -2.83244 -1.55789 1.97430
O -3.30426 -2.61161 -1.44057
H -1.24039 -1.08818 -1.45860
H -0.19124 0.05426 0.74182
H -4.29668 -2.76771 1.09343
H -4.24184 -2.70415 -1.29120
H -1.72636 -0.14099 3.90558
H -0.42825 0.68167 2.98912
H -3.27346 -1.59959 2.97427
H -0.31225 -1.04393 3.51927
*
```

## Properties
Molecular weight, g/mol: 216.28
Structure (SMILES): Cc1ccc(O)cc1.Cc1ccc(O)cc1
E_HOMO, Ha: -0.29981
Relative energy (zero: lowest compared OMol25 entry of this formula, charge and spin), eV: 0.948
Gap between HOMO and LUMO, eV: 9.0

=====

A 2-piece molecular cluster, C14H16O2 overall. Source: the OMol25 dataset; level of theory: ωB97M-V/def2-TZVPD.

Geometry as ORCA input:
```
! wB97M-V def2-TZVPD RIJCOSX def2/J DEFGRID3
* xyz 0 1
C 1.62086 1.58416 -2.40866
C -0.17950 -1.78919 -2.14641
C 0.83650 -0.82646 -2.23400
C -1.47322 -1.31760 -2.28080
C 0.55124 0.52097 -2.30846
C -1.79636 0.03511 -2.35251
C -0.77400 0.96862 -2.31407
O -2.50223 -2.24705 -2.27689
H 0.10382 -2.74761 -1.76266
H 1.84793 -1.15715 -2.05169
H -2.84703 -2.50067 -1.42086
H -2.86245 0.17610 -2.46387
H 1.50925 2.33089 -1.61517
H 1.63336 2.06272 -3.37836
H -0.96090 2.03407 -2.31580
H 2.60243 1.17870 -2.15110
C 1.47065 2.14409 1.82554
C -0.85485 -0.78414 1.23185
C -0.76127 -1.40706 2.46841
C -0.05007 0.32246 0.98467
C 0.74614 0.83325 2.00403
C 0.01691 -0.90148 3.49718
C 0.85618 0.17035 3.22712
O -1.55819 -2.53823 2.63520
H -1.52101 -1.20798 0.49586
H 0.01485 0.74908 -0.01017
H -0.11583 -1.36027 4.47131
H -2.04529 -2.44274 3.46438
H 0.88826 2.99825 2.14847
H 1.73393 2.30987 0.77426
H 1.40600 0.70762 3.98628
H 2.46386 2.10132 2.27691
*
```

## Properties
Molecular weight, g/mol: 216.28
Structure (SMILES): Cc1ccc(O)cc1.Cc1ccc(O)cc1
E_HOMO, Ha: -0.31523
Relative energy (zero: lowest compared OMol25 entry of this formula, charge and spin), eV: 0.837
Gap between HOMO and LUMO, eV: 9.3

=====

A 2-piece molecular cluster, C14H16O2 overall. Source: the OMol25 dataset; level of theory: ωB97M-V/def2-TZVPD.

Geometry as ORCA input:
```
! wB97M-V def2-TZVPD RIJCOSX def2/J DEFGRID3
* xyz 0 1
C -4.14270 1.03377 3.98624
C -1.01872 0.45841 1.14251
C -2.16967 -0.26672 1.06192
C -0.89820 1.51858 2.06847
C -3.21855 -0.14382 1.97136
C -1.90122 1.52962 3.02550
C -3.05839 0.75378 3.03439
O 0.01625 -0.06079 0.34134
H 0.46705 0.60337 -0.19444
H -2.31762 -0.97165 0.25396
H -0.01630 2.12215 2.02928
H -4.17969 -0.60243 1.80289
H -1.95970 2.23848 3.85729
H -4.63517 0.25309 4.53765
H -4.91930 1.64698 3.44759
H -3.89757 1.97149 4.55680
C 2.98565 0.84112 -4.15237
C 1.62031 -1.05765 -3.21023
C 2.67536 -0.17571 -3.07986
C 1.18011 -2.01178 -2.28378
C 3.33602 -0.23601 -1.81424
C 1.82818 -1.93248 -1.04901
C 2.87062 -1.00677 -0.79912
O 1.51499 -2.89046 -0.14071
H 1.12042 -1.06035 -4.17120
H 0.33373 -2.63424 -2.48948
H 2.81225 0.46178 -5.17506
H 4.01492 1.18666 -3.98492
H 4.10956 0.50479 -1.58531
H 3.19376 -1.05165 0.22739
H 1.91331 -2.71617 0.71628
H 2.34032 1.69463 -3.93113
*
```

## Properties
Molecular weight, g/mol: 216.28
Structure (SMILES): Cc1ccc(O)cc1.Cc1ccc(O)cc1
E_HOMO, Ha: -0.29818
Relative energy (zero: lowest compared OMol25 entry of this formula, charge and spin), eV: 1.341
Gap between HOMO and LUMO, eV: 8.9

=====

C14H17AsCl3LiN3OS2SbSe4Si as an isolated structure. Source: the OMol25 dataset; level of theory: ωB97M-V/def2-TZVPD.

Geometry as ORCA input:
```
! wB97M-V def2-TZVPD RIJCOSX def2/J DEFGRID3
* xyz -2 1
Li -0.14014 0.01730 0.70800
O 0.52227 1.32294 1.76363
N 0.30062 2.54362 2.12759
C -0.82513 2.81323 2.82681
C -1.08321 4.07253 3.30869
C -0.18050 5.09288 3.05964
C 0.94125 4.81310 2.30791
C 1.19311 3.53118 1.83642
S 2.65915 3.17146 0.92650
H -1.46348 1.95602 2.98025
H -1.99512 4.24030 3.86384
H -0.37364 6.10216 3.39485
H 1.63468 5.58804 2.01979
N -3.60701 -0.53923 -5.84274
C -3.09999 -0.37758 -4.82458
C -2.46467 -0.22743 -3.53291
C -1.82723 0.94199 -3.16644
C -1.24383 1.00050 -1.90705
N -1.26661 -0.01259 -1.03919
C -1.89013 -1.13803 -1.40936
C -2.50080 -1.29460 -2.63518
H -1.73989 1.80178 -3.81911
H -0.72637 1.90261 -1.60403
H -1.91456 -1.93733 -0.68263
H -2.99973 -2.21968 -2.88700
Se -0.24926 5.93340 -0.79095
Sb 1.37364 4.84843 -2.24295
Se 3.49165 5.97191 -2.54400
Se 0.45445 3.64199 -4.15508
Se 1.88864 2.53134 -1.03083
Cl -0.65923 -3.39767 3.42616
Si -1.70839 -1.78047 2.38445
Cl -3.22541 -3.06831 1.45145
Cl -2.88414 -1.10237 4.05189
C 2.43763 -4.27211 1.77236
As 1.81609 -3.43140 0.15611
C 0.08654 -4.19926 -0.18657
C 2.92951 -4.20672 -1.22223
S 1.97017 -1.36768 0.14538
H 2.41936 -5.35716 1.66944
H 1.78238 -3.96343 2.58420
H 3.45053 -3.91889 1.96171
H 0.16400 -5.28671 -0.18627
H -0.25410 -3.84327 -1.15820
H -0.61166 -3.88559 0.58530
H 2.87222 -5.29494 -1.19879
H 3.95560 -3.88119 -1.05872
H 2.59074 -3.83508 -2.18756
*
```

## Properties
Molecular weight, g/mol: 961.35
E_HOMO, Ha: -0.06682
Relative energy (zero: lowest compared OMol25 entry of this formula, charge and spin), eV: 0.000
Gap between HOMO and LUMO, eV: 5.5

=====

| no. | F_max (Eh/bohr) |
| --- | --- |
| 1 | 0.0821 |
| 2 | 0.0358 |
| 3 | 0.0479 |
| 4 | 0.0387 |
| 5 | 0.0744 |
| 6 | 0.0074 |